Version P
Entry from the Open Molecules 2025 dataset: a 3-piece molecular cluster, C3H11NO3 overall (ωB97M-V/def2-TZVPD).

Structure (XYZ):
```
18
Properties=species:S:1:pos:R:3
O -0.976 1.996 -1.132
H -0.159 0.389 1.310
C 2.184 -0.923 -0.643
O -3.216 -0.428 0.510
C -0.153 -1.729 0.830
H -0.234 1.570 -0.660
O 1.544 1.286 -0.112
N 0.305 -0.364 0.822
H -0.524 2.336 -1.911
H 0.590 -2.424 1.245
H 1.736 -1.160 -1.611
H 3.195 -0.591 -0.743
C 1.323 0.093 0.063
H -3.797 0.316 0.302
H -1.035 -1.884 1.400
H -2.659 -0.580 -0.261
H -0.238 -2.120 -0.184
H 2.264 -1.888 -0.137
```

Computed properties:
lowest unoccupied orbital energy	0.686	eV
SMILES string	CNC(C)=O.O.O

Version Q
Entry from the Open Molecules 2025 dataset: a 2-piece molecular cluster, C3H11NO3 overall (ωB97M-V/def2-TZVPD).

Structure (XYZ):
```
18
Properties=species:S:1:pos:R:3
H -0.073 -1.394 -0.654
H -0.690 0.861 0.971
N -1.053 0.481 0.076
H 2.349 0.313 -0.180
H 1.182 1.273 0.698
O 1.382 -0.734 1.335
H -1.253 -1.397 3.451
H 0.313 1.520 -2.188
C 0.142 -0.149 -0.609
C 1.325 0.208 0.329
H 0.707 -0.518 2.118
O -0.846 -0.228 -2.787
H -1.676 -0.169 -2.273
H -1.277 1.146 -0.653
H -1.123 -0.864 2.055
O -0.783 -0.758 2.908
H 1.180 0.075 -2.543
C 0.192 0.334 -2.055
```

Computed properties:
lowest unoccupied orbital energy	0.686	eV
SMILES string	NC(CO)CO.O

Version R
Entry from the Open Molecules 2025 dataset: a 3-piece molecular cluster, C3H11NO3 overall (ωB97M-V/def2-TZVPD).

Structure (XYZ):
```
18
Properties=species:S:1:pos:R:3
O -1.839 3.060 -0.601
H 0.773 -2.009 2.770
C 0.098 -0.421 0.408
C 0.463 -2.373 1.798
H 1.288 0.518 -4.255
O 0.397 -0.603 -0.762
H 1.404 -2.243 1.243
C -0.635 -1.477 1.173
H 0.169 -3.413 1.793
H 0.773 1.569 0.389
H -1.402 -2.029 0.635
H -1.535 3.513 -1.383
H -1.184 -1.009 1.994
O 1.776 1.310 -3.990
H 1.513 1.425 -3.067
H -2.416 2.351 -0.936
N 0.358 0.840 0.933
H -0.002 0.993 1.860
```

Computed properties:
lowest unoccupied orbital energy	0.568	eV
SMILES string	CCC(N)=O.O.O

Version S
Entry from the Open Molecules 2025 dataset: a 3-piece molecular cluster, C3H11NO3 overall (ωB97M-V/def2-TZVPD).

Structure (XYZ):
```
18
Properties=species:S:1:pos:R:3
H -1.590 -0.880 -0.758
C 0.004 -1.800 0.098
C 1.389 -1.502 0.693
C -0.850 -2.763 0.916
H -0.332 1.908 -0.183
H -0.924 -0.045 0.471
N -0.699 -0.612 -0.348
H -0.166 4.682 -1.255
H 0.211 -2.439 -0.776
H 2.190 -2.100 0.276
H 1.574 -0.432 0.779
O -0.111 4.967 -2.178
O 0.369 2.217 0.418
O -2.026 -2.599 1.117
H 1.357 -1.712 1.774
H 1.039 1.534 0.311
H -0.967 5.368 -2.355
H -0.467 -3.794 1.000
```

Computed properties:
lowest unoccupied orbital energy	0.599	eV
SMILES string	C[C@H](N)C=O.O.O

Energies relative to the minimum, kcal/mol: version P 0.0; version Q 53.4; version R 3.8; version S 26.7